(1)
An isolated molecule of C2H3NO2S at a distorted geometry. Source: OMol25; level of theory: ωB97M-V/def2-TZVPD.

Structure (XYZ):
```
9
Properties=species:S:1:pos:R:3:forces:R:3:mulliken_charge:R:1
O -0.53245 -2.29451 0.83434 0.1 -3.5 2.0 -0.452
C -0.32533 -1.46578 0.02535 0.3 4.5 3.9 0.516
S -0.99906 -1.51601 -1.42909 -0.1 1.1 -7.0 -0.291
C -0.07401 -0.07862 0.59965 4.7 3.9 -4.2 -0.055
N 0.61969 0.82269 -0.23215 -3.4 -3.0 4.5 -0.268
O 0.91650 1.89474 0.62853 -0.2 2.9 -1.7 -0.408
H -0.21712 -0.42084 -2.17199 -1.6 -2.1 1.8 0.215
H -0.19955 0.25736 1.64418 -0.2 -0.7 -0.5 0.401
H 0.81133 2.80098 0.10118 0.5 -3.1 1.2 0.341
```
Positions in Å, forces in eV/Å.

Properties
HOMO level, eV: -9.917
SMILES string: O=C(S)/C=N/O
Energy above the lowest of the compared OMol25 structures with the same formula, charge and spin, kcal per mole: 107.5
Kohn-Sham gap, eV: 9.66
Multiplicity: 1
LUMO energy, eV: -0.261

---

(2)
A structure of composition C17H45NO3SSi2 at a distorted geometry. Source: OMol25; level of theory: ωB97M-V/def2-TZVPD.

Structure (XYZ):
```
69
Properties=species:S:1:pos:R:3:forces:R:3:mulliken_charge:R:1
C 2.98074 -2.06717 1.80690 -0.8 0.6 0.3 -1.574
C 1.54818 -2.01828 1.32358 0.5 -0.6 -0.7 0.300
O 1.47883 -1.66178 -0.06024 0.1 0.1 -0.1 -0.404
C 0.79228 -3.31986 1.53887 -0.3 0.6 1.1 -0.550
N -0.62604 -3.02666 1.81858 0.1 -0.1 -1.2 -0.327
C -1.59096 -3.79713 1.00754 0.1 0.2 0.6 -0.248
C -2.72561 -2.86313 0.66001 0.1 -0.5 0.3 -0.664
O -3.94121 -3.58596 0.42925 -0.1 0.9 -0.2 -0.319
Si -5.29025 -2.62393 0.49004 1.0 -0.4 0.2 0.526
S -6.33965 -2.64067 -1.36856 -0.8 -0.4 -0.1 -0.361
O -6.22052 -3.19762 1.72100 -0.9 0.4 -1.1 -0.139
Si -7.88743 -2.98483 1.70478 0.0 -0.5 0.8 0.375
H 3.57472 -2.79136 1.26889 0.3 -0.2 -0.1 0.364
H 3.35199 -1.05412 1.72716 0.6 0.1 -0.3 0.278
H 2.93377 -2.28406 2.86455 0.3 -0.3 0.3 0.455
H 1.07542 -1.20462 1.85960 -0.4 0.2 0.1 0.313
H 2.00848 -2.30813 -0.54913 -0.1 0.2 0.1 0.294
H 1.22015 -3.80054 2.41098 0.1 -0.4 0.2 0.389
H 0.93670 -3.96829 0.68031 0.0 -0.2 -0.3 0.283
H -0.75398 -2.06967 1.50791 0.0 0.2 0.2 0.072
H -1.99896 -4.59793 1.60676 -0.1 -0.4 0.1 0.331
H -1.13905 -4.20490 0.10881 0.1 -0.2 -0.2 0.299
H -2.43158 -2.25288 -0.19194 -0.2 0.2 -0.2 0.294
H -2.85131 -2.22542 1.52811 -0.1 0.4 0.2 0.424
H -4.88685 -1.24051 0.78106 0.1 0.0 0.0 -0.125
H -5.50972 -1.98302 -2.18556 0.4 0.1 0.4 0.125
H -8.49218 -3.35408 0.41548 0.1 0.1 -0.1 -0.125
H -8.43518 -3.90067 2.72388 0.0 0.0 0.0 -0.148
H -8.23780 -1.60264 2.08653 0.1 0.1 -0.1 -0.112
C -0.48919 0.70353 -0.73049 -0.1 0.3 0.0 -0.469
C -0.67598 1.84446 0.26449 0.0 -0.1 0.0 -0.223
C -1.99259 1.75792 1.03613 0.0 0.1 0.0 -0.875
C -3.25238 1.84515 0.17349 0.0 -0.1 0.0 -0.401
C -3.36511 3.10915 -0.67618 -0.1 0.0 0.1 -0.534
C -3.43174 4.39109 0.14911 0.0 0.0 -0.1 -1.238
H -1.26289 0.71288 -1.50147 0.0 0.0 0.0 0.397
H 0.47571 0.78181 -1.23142 0.0 -0.1 0.0 0.063
H -0.51989 -0.26078 -0.22499 0.0 -0.1 0.0 -0.138
H -0.60018 2.80392 -0.25495 0.0 0.0 0.0 0.292
H 0.14764 1.82320 0.98410 0.0 0.0 0.0 0.223
H -2.01230 2.54670 1.79319 0.0 0.0 0.0 0.396
H -2.01778 0.81230 1.58955 0.0 0.0 0.0 0.263
H -4.12602 1.77947 0.82991 0.0 0.0 0.0 0.429
H -3.30690 0.97091 -0.48272 0.0 0.0 0.0 0.164
H -4.27088 3.03578 -1.28374 0.0 0.0 0.0 0.420
H -2.53071 3.16846 -1.38021 0.0 0.0 0.0 0.242
H -4.28369 4.37028 0.83152 0.0 0.0 0.0 0.293
H -3.54468 5.26048 -0.49972 0.0 0.0 0.0 0.388
H -2.52655 4.53931 0.73946 0.0 0.0 0.0 0.287
C 6.95390 2.10619 -2.94991 0.0 0.0 0.1 -1.217
C 6.59829 1.32176 -1.68997 0.0 0.0 -0.1 -0.448
C 5.29934 0.52739 -1.81496 0.0 0.0 0.1 -0.601
C 4.04635 1.37206 -2.04972 0.0 0.0 -0.1 -0.498
C 3.77179 2.42823 -0.98097 -0.1 -0.1 0.0 -0.547
C 3.53013 1.83282 0.40200 0.0 0.1 0.0 -0.798
H 6.19742 2.85568 -3.18611 0.0 0.0 0.0 0.284
H 7.90283 2.62862 -2.82256 0.0 0.0 0.0 0.387
H 7.05191 1.43910 -3.80859 0.0 0.0 0.0 0.292
H 6.54488 2.00329 -0.83682 0.0 0.0 0.0 0.224
H 7.40987 0.62316 -1.47081 0.0 0.0 0.0 0.404
H 5.16748 -0.07807 -0.91331 0.0 0.0 0.0 0.164
H 5.39717 -0.18414 -2.64102 0.0 0.0 0.0 0.425
H 3.18447 0.69986 -2.11231 0.0 0.0 0.0 0.189
H 4.11338 1.86300 -3.02462 0.0 0.0 0.0 0.400
H 2.88678 2.99704 -1.27848 0.0 0.0 0.0 0.353
H 4.59366 3.14785 -0.93404 0.0 0.0 0.0 0.332
H 2.68522 1.13947 0.37903 0.0 0.0 0.0 -0.123
H 3.30266 2.61739 1.12545 0.0 0.0 0.0 0.418
H 4.40565 1.29318 0.76748 0.0 0.0 0.0 0.358
```
Positions in Å, forces in eV/Å.

Properties
HOMO level, eV: -9.234
Kohn-Sham gap, eV: 9.77
Multiplicity: 1
LUMO energy, eV: 0.535

---

(3)
A structure of composition C6H6 at a distorted geometry. Source: OMol25; level of theory: ωB97M-V/def2-TZVPD.

Structure (XYZ):
```
12
Properties=species:S:1:pos:R:3:forces:R:3:mulliken_charge:R:1
C -1.19657 -0.85240 -0.65175 0.1 0.3 0.0 -1.203
C -0.41190 -0.15761 0.47875 0.7 0.7 -0.2 0.630
C 1.01326 -0.26397 0.39480 1.1 -2.9 0.3 -0.281
C 2.21354 -0.33678 0.25201 -0.1 -1.1 0.2 -0.405
C -0.05405 1.31336 0.29477 -0.9 2.0 -0.3 -0.441
C -0.77568 2.36362 0.25855 0.8 1.1 -0.2 -0.166
H -0.80727 -0.51021 -1.61241 -0.1 -0.1 0.1 0.339
H -1.08082 -1.94549 -0.59736 0.0 0.4 0.1 0.333
H -2.26391 -0.60677 -0.59816 0.3 0.0 0.1 0.333
H -0.81680 -0.39875 1.48192 0.4 0.5 -0.5 0.303
H 2.86964 -1.16772 0.27538 1.0 0.1 -0.1 0.312
H 1.59029 2.20361 -0.00912 -3.4 -1.0 0.5 0.245
```
Positions in Å, forces in eV/Å.

Properties
HOMO level (spin up / spin down), eV: -9.301 / -9.272
Energy above the lowest of the compared OMol25 structures with the same formula, charge and spin, kcal per mole: 249.1
Kohn-Sham gap (spin up / spin down), eV: 7.86 / 7.20
Multiplicity: 1
LUMO energy (spin up / spin down), eV: -1.437 / -2.069

---

(4)
An isolated molecule of C21H28N2O2. Source: OMol25; level of theory: ωB97M-V/def2-TZVPD.

Structure (XYZ):
```
53
Properties=species:S:1:pos:R:3:forces:R:3:mulliken_charge:R:1
C 3.50099 -6.37063 4.13919 0.0 0.0 0.0 -1.390
C 2.49988 -5.66999 3.27086 0.1 0.1 0.0 0.762
C 2.84829 -4.56926 2.50584 0.0 -0.2 0.1 -0.903
C 1.92402 -3.92411 1.69890 -0.3 0.2 -0.3 -0.231
C 0.61551 -4.38304 1.64747 0.0 -0.1 0.1 0.535
O -0.37958 -3.83192 0.88968 -0.1 -0.2 0.1 -0.370
C -0.07137 -2.72456 0.06679 -0.2 0.4 -0.3 -0.684
C -1.36347 -2.35572 -0.66753 0.5 -0.3 -0.3 0.032
O -2.37754 -2.02005 0.25211 -0.2 0.0 0.3 -0.588
C -1.13747 -1.19736 -1.64754 0.0 -0.3 0.4 -1.191
N -0.30706 -0.14342 -1.09708 0.0 0.0 -0.2 0.283
C -0.96618 0.66801 -0.07895 -0.1 0.3 0.2 -1.377
C -1.50403 1.98953 -0.62737 -0.1 -0.1 0.1 -0.869
N -0.39734 2.78128 -1.11370 -0.1 -0.3 0.0 0.249
C -0.51094 4.13615 -1.31450 0.1 0.3 0.0 0.999
C -1.75552 4.77796 -1.28883 -0.1 -0.2 0.1 -0.311
C -1.85419 6.14154 -1.47283 0.2 0.1 0.0 -0.953
C -0.73160 6.92869 -1.69724 0.0 0.1 0.0 0.791
C -0.86189 8.40963 -1.89521 -0.1 0.0 0.1 -1.380
C 0.50296 6.29616 -1.71888 -0.1 0.1 0.0 -0.896
C 0.61952 4.93389 -1.52618 0.1 -0.2 0.0 -0.491
C 0.73617 2.02600 -1.59607 0.2 -0.2 -0.1 -1.017
C 0.26897 0.68288 -2.14891 0.2 0.0 -0.1 -0.982
C 0.25281 -5.48974 2.41532 -0.1 0.1 -0.1 -0.546
C 1.18360 -6.11942 3.21209 0.0 0.1 -0.1 -0.517
H 3.63645 -7.39956 3.80719 0.1 -0.1 0.0 0.317
H 3.15657 -6.39789 5.17213 0.1 0.0 0.1 0.331
H 4.46388 -5.86744 4.10686 0.1 0.0 0.0 0.340
H 3.86321 -4.19887 2.53386 0.1 0.0 0.0 0.258
H 2.23638 -3.06944 1.11988 0.0 0.1 -0.1 0.427
H 0.26033 -1.87048 0.66737 0.0 -0.1 0.0 0.497
H 0.70684 -2.97928 -0.66191 0.0 0.0 0.1 0.449
H -1.68927 -3.23564 -1.24773 0.1 0.1 0.0 0.375
H -2.36712 -2.69473 0.94268 0.0 0.0 0.0 0.386
H -0.62055 -1.59906 -2.52241 -0.1 0.0 0.0 0.615
H -2.12701 -0.83313 -1.96768 0.0 0.0 -0.1 0.301
H -1.77912 0.09123 0.35932 0.1 0.1 0.0 0.621
H -0.23601 0.88940 0.70778 -0.2 0.0 0.1 0.219
H -2.00760 2.53164 0.17804 0.0 -0.1 -0.1 0.695
H -2.24333 1.78669 -1.41908 -0.1 0.0 0.1 0.339
H -2.65834 4.20735 -1.13824 -0.1 -0.1 0.0 0.371
H -2.83070 6.60576 -1.45102 -0.1 0.0 0.0 0.352
H -1.58701 8.63006 -2.67785 0.0 0.1 0.0 0.338
H -1.20729 8.88784 -0.97818 0.0 0.1 0.0 0.303
H 0.09333 8.84904 -2.17239 0.0 0.1 0.0 0.331
H 1.39858 6.88039 -1.88071 0.1 0.1 0.0 0.273
H 1.60381 4.49152 -1.52196 0.1 -0.1 0.0 0.364
H 1.47127 1.85414 -0.79690 0.1 0.0 -0.1 0.208
H 1.22582 2.57947 -2.40117 0.0 -0.1 0.1 0.676
H -0.45339 0.87550 -2.96015 0.0 0.0 0.0 0.402
H 1.12101 0.14524 -2.57843 -0.1 0.1 -0.1 0.485
H -0.76706 -5.83866 2.36780 -0.1 0.0 0.0 0.402
H 0.88780 -6.97613 3.80028 -0.1 -0.1 0.1 0.367
```
Positions in Å, forces in eV/Å.

Properties
HOMO level, eV: -7.285
SMILES string: Cc1ccc(OC[C@@H](O)CN2CCN(c3ccc(C)cc3)CC2)cc1
Energy above the lowest of the compared OMol25 structures with the same formula, charge and spin, kcal per mole: 63.5
Kohn-Sham gap, eV: 7.99
Multiplicity: 1
LUMO energy, eV: 0.709

---

(5)
An isolated molecule of C3H7N3O2 at a distorted geometry. Source: OMol25; level of theory: ωB97M-V/def2-TZVPD.

Structure (XYZ):
```
15
Properties=species:S:1:pos:R:3:forces:R:3:mulliken_charge:R:1
H 2.33559 0.42157 1.19379 0.8 -3.6 -3.0 0.271
N 2.82046 -0.38895 0.47749 -0.8 0.8 -0.2 -0.659
C 2.21692 -1.10551 -0.44638 0.0 2.7 2.5 0.118
N 0.77181 -1.17023 -0.50011 5.2 -3.8 -6.3 -0.290
O 0.10248 -0.58558 0.43917 0.4 -0.6 1.1 -0.258
C -0.85464 0.27989 0.06623 1.9 -0.3 -2.6 0.665
C -1.54887 0.35662 1.26271 -4.6 3.3 7.7 -0.838
N -0.76061 0.65458 -1.13766 0.0 -0.4 0.9 -0.465
O -1.68077 1.59674 -1.44561 -1.3 0.9 1.4 -0.378
H 2.90650 -1.68602 -1.25532 -2.3 1.2 2.1 0.279
H 0.45335 -1.29705 -1.53285 -0.3 0.8 2.9 0.348
H -2.83867 0.35548 1.41442 4.0 -0.7 -1.1 0.274
H -1.40438 1.40883 1.90924 0.0 -2.3 -2.1 0.245
H -0.88916 -0.39098 1.91762 -2.8 1.5 -0.7 0.320
H -1.63003 1.55061 -2.36275 -0.3 0.5 -2.6 0.369
```
Positions in Å, forces in eV/Å.

Properties
HOMO level, eV: -8.498
SMILES string: [H]/N=C\NO/C(C)=N/O
Energy above the lowest of the compared OMol25 structures with the same formula, charge and spin, kcal per mole: 211.4
Kohn-Sham gap, eV: 9.26
Multiplicity: 1
LUMO energy, eV: 0.765

---

(6)
An isolated molecule of C8H16N2O3 at a distorted geometry. Source: OMol25; level of theory: ωB97M-V/def2-TZVPD.

Structure (XYZ):
```
29
Properties=species:S:1:pos:R:3:forces:R:3:mulliken_charge:R:1
C -2.75165 -1.06001 0.41757 -2.8 -0.9 0.8 -1.354
C -1.88969 -0.50331 -0.66083 1.4 0.8 0.7 -1.268
C -0.55198 0.09033 -0.20964 1.4 -0.3 1.0 1.173
C -0.58481 1.52689 0.30292 0.8 1.8 -0.5 -1.143
C 0.74689 -0.24609 -1.19504 -1.2 -1.6 0.9 -0.134
N 1.97664 0.36893 -0.71692 1.0 2.2 0.4 -0.145
C 2.49111 0.52628 0.59130 -0.5 1.2 2.1 0.362
O 3.06415 1.55561 1.04390 -1.6 -3.2 -2.3 -0.589
C 2.14660 -0.68531 1.51238 1.9 0.0 -0.2 -0.362
N 1.24021 -0.33117 2.63795 -1.7 -2.0 -0.7 -0.645
C 0.56805 0.25452 -2.73238 1.5 2.3 1.2 0.545
O 1.46195 0.66357 -3.43733 -0.3 -1.5 0.9 -0.551
O -0.66405 0.62908 -3.03634 -1.1 -0.8 0.1 -0.552
H -2.92782 -0.32080 1.21156 0.3 0.1 -0.2 0.318
H -2.49684 -1.99099 0.98583 0.3 0.6 -1.0 0.350
H -3.81926 -1.20484 -0.00660 1.7 -0.1 0.6 0.348
H -1.66731 -1.11774 -1.48176 -0.2 -1.8 -0.9 0.588
H -2.44146 0.28993 -1.06387 -1.2 1.4 -0.8 0.504
H -0.41360 -0.41083 0.77494 0.7 -0.5 -1.1 -0.643
H -0.47822 2.33628 -0.47875 -0.7 -0.9 0.4 0.290
H -1.44879 1.72356 0.96095 0.1 -0.1 -0.5 0.363
H 0.29008 1.77452 0.93651 -0.3 -0.5 -0.2 0.353
H 0.82054 -1.40461 -1.15481 0.0 1.8 -0.3 0.208
H 2.12502 1.27116 -1.18078 0.2 -0.5 -0.1 0.279
H 3.06458 -1.02653 2.04012 -0.2 0.7 -0.4 0.451
H 2.02883 -1.53031 0.78594 -1.2 0.3 0.8 0.240
H 0.24401 -0.28087 2.31350 1.2 0.5 0.1 0.268
H 1.12685 -1.22315 3.17239 0.6 1.0 -0.1 0.313
H -1.26007 0.32591 -2.33267 0.0 0.3 -0.5 0.432
```
Positions in Å, forces in eV/Å.

Properties
HOMO level, eV: -9.737
SMILES string: CC[C@H](C)[C@H](NC(=O)CN)C(=O)O
Energy above the lowest of the compared OMol25 structures with the same formula, charge and spin, kcal per mole: 72.9
Kohn-Sham gap, eV: 10.13
Multiplicity: 1
LUMO energy, eV: 0.391

---

> Look up the multiplicity of the fourth one.

1